The molecule C24H29ClN4O, computed with ωB97M-V with the def2-TZVPD basis set.

Structure (XYZ):
```
59
Properties=species:S:1:pos:R:3:lowdin_charge:R:1
C 8.009 -0.163 -0.528 -0.0135
C 6.533 -0.061 -0.432 -0.3849
N 5.698 -1.036 -0.625 0.1575
C 4.445 -0.506 -0.441 -0.2250
C 3.190 -1.095 -0.537 0.0019
C 2.087 -0.305 -0.292 -0.0413
C 2.210 1.050 0.044 -0.1563
C 0.990 1.897 0.219 -0.4369
O 0.779 2.852 -0.511 0.0625
N 0.148 1.556 1.225 -0.0884
C 0.399 0.498 2.172 -0.0269
C -1.097 2.278 1.371 -0.1250
C -2.319 1.453 0.950 -0.2835
C -3.604 2.257 1.138 -0.1666
C -4.792 1.426 0.667 -0.1749
C -4.582 0.981 -0.777 -0.1975
N -3.354 0.221 -0.882 -0.1763
C -3.204 -0.506 -2.128 -0.1791
C -3.321 -2.022 -1.870 -0.1273
C -2.239 -2.452 -0.928 -0.2375
C -1.013 -2.901 -1.403 -0.0306
C 0.014 -3.224 -0.534 -0.1200
C -0.183 -3.087 0.830 -0.6884
Cl 1.111 -3.452 1.925 0.6733
C -1.400 -2.648 1.326 -0.1185
C -2.419 -2.336 0.445 -0.0376
C -2.204 1.021 -0.512 -0.1422
C 3.452 1.661 0.119 0.0509
C 4.559 0.868 -0.118 -0.1824
N 5.908 1.120 -0.118 0.1515
H 8.387 0.505 -1.301 0.0807
H 8.473 0.110 0.419 0.0804
H 8.276 -1.185 -0.777 0.0810
H 3.095 -2.136 -0.796 0.1030
H 1.099 -0.734 -0.372 0.0963
H 1.458 0.250 2.191 0.0949
H -0.166 -0.404 1.923 0.0656
H 0.098 0.834 3.167 0.0980
H -1.207 2.593 2.415 0.1305
H -1.021 3.166 0.739 0.1268
H -2.379 0.549 1.565 0.1363
H -3.728 2.534 2.187 0.1162
H -3.544 3.176 0.551 0.1227
H -5.715 2.003 0.742 0.1096
H -4.888 0.541 1.298 0.1117
H -5.411 0.342 -1.089 0.1208
H -4.567 1.872 -1.434 0.1278
H -2.226 -0.299 -2.575 0.1241
H -3.969 -0.207 -2.855 0.1182
H -3.239 -2.553 -2.819 0.1137
H -4.299 -2.225 -1.433 0.1153
H -0.854 -2.999 -2.467 0.1177
H 0.962 -3.576 -0.911 0.1012
H -1.546 -2.561 2.392 0.1071
H -3.367 -1.986 0.823 0.1126
H -1.308 0.411 -0.642 0.1198
H -2.101 1.919 -1.147 0.1435
H 3.535 2.712 0.352 0.1252
H 6.352 2.005 0.059 0.1621
```

Summary:
HOMO energy, eV: -8.36
Lowest unoccupied orbital energy, Eh: 0.0280
Energy relative to the best compared isomer or geometry (same formula, charge and spin), kJ/mol: 0.0
Largest force on an atom, Eh/bohr: 0.01642
Total energy, Ha: -1686.46060
SMILES: Cc1nc2ccc(C(=O)N(C)C[C@H]3CCCN(CCc4ccc(Cl)cc4)C3)cc2[nH]1
2S+1: 1



The molecule C4H8O, computed with ωB97M-V with the def2-TZVPD basis set.

Structure (XYZ):
```
13
Properties=species:S:1:pos:R:3:lowdin_charge:R:1
C 1.671 0.661 0.144 0.0147
C 1.014 -0.489 0.263 -0.1357
C -0.477 -0.683 0.126 -0.4584
C -1.322 0.582 0.211 -0.0637
O -0.714 -1.375 -1.098 -0.0462
H 1.160 1.613 0.018 0.0544
H 2.757 0.691 0.160 0.0551
H 1.577 -1.416 0.370 0.1052
H -0.812 -1.378 0.904 0.1388
H -1.243 1.050 1.198 0.0858
H -2.369 0.323 0.027 0.0809
H -1.023 1.317 -0.545 0.0752
H -0.217 -0.897 -1.777 0.0940
```

Summary:
HOMO energy, eV: -9.98
Lowest unoccupied orbital energy, Eh: 0.0387
Energy relative to the best compared isomer or geometry (same formula, charge and spin), kJ/mol: 78.7
Largest force on an atom, Eh/bohr: 0.00612
Total energy, Ha: -232.41565
SMILES: C=C[C@@H](C)O
2S+1: 1



A structure of composition C18H15N4PdS5Se2Si in a non-equilibrium geometry, computed with ωB97M-V with the def2-TZVPD basis set.

Structure (XYZ):
```
46
Properties=species:S:1:pos:R:3:lowdin_charge:R:1
Pd 1.610 3.862 -1.636 -0.0001
S -5.238 2.905 0.480 0.4959
C -3.665 3.108 0.053 -1.4947
S -2.680 1.827 -0.601 0.8868
C -1.291 2.802 -0.951 -1.1836
C -1.433 4.148 -0.537 -1.1932
S -0.213 5.374 -0.687 0.4998
S -2.845 4.598 0.234 0.8959
S -0.017 2.219 -1.813 0.5890
Se -2.172 -7.407 -0.250 1.0390
N -3.497 -6.150 -0.159 -0.2378
C -2.969 -4.959 -0.014 -0.3250
C -3.648 -3.672 -0.049 -0.1102
C -4.978 -3.590 -0.530 -0.0018
C -5.583 -2.367 -0.481 -0.0183
C -4.862 -1.308 0.225 -0.0847
N -3.598 -1.407 0.571 0.1281
C -2.976 -2.540 0.334 -0.1763
C -1.480 -2.535 0.458 -0.1191
N -0.843 -1.389 0.766 0.1348
C 0.416 -1.402 0.906 -0.1460
C 1.282 -2.484 0.519 -0.0119
C 0.669 -3.698 0.145 0.0055
C -0.748 -3.695 0.154 -0.1070
C -1.510 -4.938 0.010 -0.3151
N -0.907 -6.106 -0.153 -0.2473
H -5.454 -4.478 -0.882 0.1060
H -6.523 -2.173 -0.851 0.0709
H -5.375 -0.379 0.491 0.0881
H 0.961 -0.496 1.144 0.1040
H 2.365 -2.294 0.425 0.1065
H 1.123 -4.571 -0.301 0.1037
C 4.346 4.739 0.406 -0.2792
Si 4.519 2.986 -0.114 0.0265
C 6.421 2.729 -0.311 -0.2631
C 3.622 1.775 1.021 -0.2097
Se 3.850 3.001 -2.264 0.1507
H 4.725 4.856 1.399 0.0074
H 3.216 5.015 0.355 0.0360
H 4.874 5.351 -0.263 -0.0017
H 6.930 2.579 0.655 0.0086
H 6.963 3.604 -0.688 0.0182
H 6.379 1.809 -0.934 0.0077
H 3.684 2.082 2.053 0.0185
H 3.919 0.728 0.938 0.0248
H 2.629 1.940 0.726 -0.0266
```

Summary:
HOMO energy (alpha / beta), eV: -4.11 / -4.60
Lowest unoccupied orbital energy (alpha / beta), Eh: 0.0337 / 0.0317
Energy relative to the best compared isomer or geometry (same formula, charge and spin), kJ/mol: 15.6
Largest force on an atom, Eh/bohr: 0.08114
Total energy, Ha: -8125.24624
2S+1: 3
Charge: -1



The molecule C12H12N2S in a non-equilibrium geometry, computed with ωB97M-V with the def2-TZVPD basis set.

Structure (XYZ):
```
27
Properties=species:S:1:pos:R:3:lowdin_charge:R:1
C 1.125 2.130 2.195 -0.0743
C 0.144 1.114 2.266 -0.0697
C 1.482 2.708 0.982 -0.0295
C -0.062 1.257 -0.136 0.0080
C -0.333 0.594 1.057 -0.3009
C 0.817 2.348 -0.230 -0.3375
C -2.227 -1.946 -0.864 -0.0769
C -2.228 -0.888 0.022 -0.1134
C 0.126 -2.558 -0.462 -0.4832
C -1.205 -3.024 -0.959 -0.1622
C 0.400 -2.112 0.859 -0.3262
C -1.128 -0.637 0.961 -0.4172
N 1.050 -2.762 -1.342 0.1419
N 1.149 2.918 -1.406 0.1078
S -0.795 -1.967 2.192 0.9148
H 1.374 2.505 3.202 0.1078
H -0.191 0.589 3.191 0.1002
H 2.230 3.383 0.698 0.0839
H -0.396 0.714 -1.102 0.1482
H -3.170 -2.034 -1.412 0.1028
H -2.990 -0.106 -0.075 0.1171
H -1.540 -4.029 -0.502 0.1589
H -0.991 -3.293 -1.975 0.0967
H 1.424 -1.744 1.092 0.1056
H 1.928 -2.622 -0.980 0.0023
H 1.512 3.878 -1.567 0.1348
H 0.760 2.339 -2.075 0.0602
```

Summary:
HOMO energy (alpha / beta), eV: -7.72 / -7.72
Lowest unoccupied orbital energy (alpha / beta), Eh: -0.0094 / -0.0094
Energy relative to the best compared isomer or geometry (same formula, charge and spin), kJ/mol: 370.3
Largest force on an atom, Eh/bohr: 0.06896
Total energy, Ha: -972.02889
2S+1: 1